No. 1
An isolated ion of composition C6H12NO and charge -2 at a distorted geometry. Source: OMol25; level of theory: ωB97M-V/def2-TZVPD.

Results
* net charge: -2
* calculated total energy: -9948.33487 eV
* orbital gap (alpha / beta): 2.86 / 6.87 eV
* LUMO (alpha / beta): 6.6 / 6.7 eV
* multiplicity: 2
* ⟨S²⟩: 0.7508

Last column: Löwdin spin population.
Positions of all 20 atoms, in Å:
C1 -1.825 0.379 2.027  0.00
O1 -2.685 1.267 1.813  0.00
C2 -0.523 0.510 1.085  0.01
C3 -0.795 -0.261 -0.245  0.01
C4 0.476 -0.331 -1.154  0.01
C5 0.410 -0.445 -2.507  0.14
C6 3.018 -0.323 -0.831  0.45
N1 1.620 -0.801 -0.434  0.01
H1 -2.219 -0.650 1.816  0.00
H2 -1.343 0.370 3.110  0.00
H3 0.355 0.250 1.605  0.01
H4 -0.552 1.637 0.820  0.00
H5 -1.174 -1.308 -0.073  0.00
H6 -1.547 0.238 -0.786  0.00
H7 1.272 -0.719 -3.084  0.05
H8 -0.496 -0.107 -3.033  0.01
H9 3.061 -0.369 -1.926  0.09
H10 3.154 0.679 -0.464  0.08
H11 3.672 -1.022 -0.216  0.11
H12 1.390 -0.711 0.517  0.01

***

No. 2
The molecule C6H12NO at a distorted geometry. Source: OMol25; level of theory: ωB97M-V/def2-TZVPD.

Results
* calculated total energy: -9950.27622 eV
* orbital gap (alpha / beta): 10.40 / 7.94 eV
* LUMO (alpha / beta): 1.0 / -1.7 eV
* multiplicity: 2
* ⟨S²⟩: 0.7559

Last column: Löwdin spin population.
Positions of all 20 atoms, in Å:
C1 2.305 0.295 1.018  0.02
N1 1.327 0.401 -0.129  0.04
C2 -0.057 0.148 0.341  0.09
C3 -1.052 0.046 -0.835  0.01
C4 -1.009 -0.993 -1.897  0.00
C5 -0.976 -2.266 -1.465  0.00
C6 -0.627 1.317 1.233  0.09
O1 0.049 1.643 2.343  0.71
H1 1.771 0.462 1.978  0.01
H2 3.031 1.089 0.837  0.00
H3 2.716 -0.701 1.045  0.00
H4 1.276 1.412 -0.237  0.00
H5 -0.039 -0.783 0.926  0.00
H6 -1.086 1.050 -1.327  0.00
H7 -2.076 0.045 -0.365  0.00
H8 -1.111 -0.789 -2.958  0.00
H9 -1.005 -3.137 -2.064  0.00
H10 -1.082 -2.364 -0.383  0.00
H11 -0.664 2.094 0.506  0.01
H12 -1.691 1.031 1.434  0.02

***

No. 3
C6H12NO as an isolated structure at a distorted geometry. Source: OMol25; level of theory: ωB97M-V/def2-TZVPD.

Results
* net charge: +1
* calculated total energy: -9943.88751 eV
* orbital gap: 10.46 eV
* LUMO: -4.5 eV

Last column: natural (NBO) charge in e.
Positions of all 20 atoms, in Å:
C1 -0.218 2.026 -0.672  -0.49
C2 -0.850 0.973 0.170  -0.23
C3 1.345 0.007 0.853  0.09
C4 1.171 1.303 -0.798  0.43
C5 -1.007 -2.063 0.528  -0.62
C6 -0.234 -1.345 -0.558  -0.23
N1 0.172 -0.091 -0.078  -0.28
O1 1.996 1.059 0.260  -0.48
H1 -0.635 2.197 -1.693  0.26
H2 -0.157 2.944 -0.105  0.26
H3 -0.827 1.311 1.302  0.23
H4 -1.786 0.547 -0.032  0.24
H5 1.228 0.067 2.010  0.24
H6 1.984 -0.907 0.635  0.21
H7 1.759 1.570 -1.702  0.23
H8 -1.692 -2.775 0.055  0.25
H9 -0.573 -2.424 1.372  0.23
H10 -1.697 -1.270 0.739  0.20
H11 -0.714 -1.277 -1.523  0.24
H12 0.733 -1.854 -0.763  0.22

***

No. 4
C6H12NO2 as an isolated structure at a distorted geometry. Source: OMol25; level of theory: ωB97M-V/def2-TZVPD.

Results
* net charge: +1
* calculated total energy: -11992.32191 eV
* orbital gap: 10.75 eV
* LUMO: -4.0 eV

Last column: natural (NBO) charge in e.
Positions of all 21 atoms, in Å:
C1 -0.191 -0.243 0.149  0.40
C2 1.553 0.569 0.115  0.85
C3 -0.034 -1.698 0.038  -0.72
C4 -2.573 -0.012 -0.066  -0.46
C5 -1.189 1.933 0.162  -0.44
C6 3.726 -0.072 0.073  -0.30
N1 -1.240 0.478 0.147  -0.31
O1 1.727 1.670 -0.266  -0.54
O2 2.359 -0.377 0.319  -0.48
H1 0.347 -1.693 -1.019  0.28
H2 -0.905 -2.257 0.313  0.25
H3 0.745 -1.967 0.890  0.29
H4 -2.628 -1.059 -0.479  0.24
H5 -3.250 0.646 -0.829  0.26
H6 -3.036 0.065 0.963  0.25
H7 -1.161 2.275 -0.888  0.24
H8 -0.199 2.218 0.530  0.26
H9 -2.118 2.437 0.566  0.25
H10 3.766 0.989 -0.200  0.22
H11 4.281 -0.609 -0.694  0.23
H12 4.331 -0.223 1.098  0.22

***

No. 5
C6H12NOP as an isolated structure at a distorted geometry. Source: OMol25; level of theory: ωB97M-V/def2-TZVPD.

Results
* calculated total energy: -19240.45110 eV
* orbital gap: 9.38 eV
* LUMO: 0.8 eV

Last column: natural (NBO) charge in e.
Positions of all 21 atoms, in Å:
C1 2.439 0.473 -0.735  -0.23
C2 1.465 0.765 -1.563  -0.41
C3 2.279 0.593 0.784  -0.45
C4 0.960 1.085 1.337  -0.74
C5 -2.815 0.380 -0.447  -0.41
C6 -1.105 -1.378 -0.151  -0.42
N1 -1.437 0.021 0.013  -0.81
O1 -0.944 2.551 -0.085  -1.10
P1 -0.347 1.245 -0.117  1.99
H1 3.505 0.139 -0.835  0.21
H2 1.297 0.566 -2.572  0.20
H3 2.491 -0.481 1.096  0.21
H4 3.157 1.058 1.297  0.23
H5 0.458 0.307 1.913  0.23
H6 0.736 2.103 1.737  0.26
H7 -2.808 -0.214 -1.389  0.19
H8 -3.496 0.272 0.314  0.21
H9 -2.766 1.387 -0.780  0.24
H10 -0.108 -1.632 0.254  0.22
H11 -1.792 -1.908 0.728  0.19
H12 -1.381 -1.852 -1.137  0.20

***

No. 6
A 2-piece molecular cluster, C6H12O overall at a distorted geometry. Source: OMol25; level of theory: ωB97M-V/def2-TZVPD.

Results
* net charge: -1
* calculated total energy: -8460.16916 eV
* orbital gap (alpha / beta): 2.35 / 9.23 eV
* LUMO (alpha / beta): 3.3 / 3.3 eV
* multiplicity: 2
* ⟨S²⟩: 0.7505

Last column: Löwdin spin population.
Positions of all 19 atoms, in Å:
C1 -1.285 0.562 0.005  0.09
C2 0.055 0.004 0.087  0.05
C3 0.811 0.037 -0.973  0.13
C4 0.637 -0.306 1.419  0.03
C5 0.109 -1.543 2.180  0.01
C6 0.971 -2.398 2.870  0.01
H1 -2.011 -0.100 -0.494  0.00
H2 -1.278 1.511 -0.614  0.06
H3 -1.661 0.967 1.033  0.01
H4 0.304 0.372 -1.912  0.04
H5 1.629 -0.558 -1.213  0.01
H6 1.697 -0.335 1.383  0.01
H7 0.289 0.580 1.940  0.01
H8 -0.984 -1.779 1.984  0.00
H9 2.008 -2.070 3.314  0.00
H10 0.539 -3.436 3.240  0.00
H11 -0.350 2.880 -3.401  0.14
H12 -0.636 3.193 -4.977  0.08
O1 -0.917 2.579 -4.226  0.33

***

> The highest calculated total energy belongs to which entry?

C6H12O

***

> What is the calculated total energy in the first record?

-9948.33487 eV